(1)
This record from OMol25 describes a 2-piece molecular cluster, C4H11NO overall. The level of theory is ωB97M-V with the def2-TZVPD basis set.

Calculated values
largest force on an atom: 1.5 eV/A
net charge: 0
SMILES: C=CCCN.O

Each line ends with the Löwdin charge.
CARTESIAN COORDINATES (ANGSTROEM)
C 0.4863 2.0761 -0.1951  -0.204
H -2.6164 -1.1331 0.2173  0.059
H -1.4623 0.5618 1.2409  0.107
N -2.2495 -0.4334 -0.4312  -0.036
O 3.1702 -5.5741 0.2238  -0.080
H 1.5845 2.9836 1.2874  0.050
H 3.7986 -4.8993 -0.0775  0.034
H -1.9038 -1.0321 -1.1891  0.065
H -1.6385 2.2018 -0.6787  0.112
H -0.2878 3.2993 1.3047  0.063
H -0.7970 1.2023 -1.7305  0.101
C -1.1446 0.3000 0.2327  -0.292
H 1.2937 1.7264 -0.8357  0.098
H -0.3254 -0.3930 0.4934  0.108
C -0.8113 1.4883 -0.6804  -0.226
C 0.5908 2.8245 0.8930  -0.004
H 2.3124 -5.1992 -0.0750  0.046

Cartesian forces (eV/Å) of the 3 atoms listed first:
C -0.70 -0.31 -0.90
H -0.12 0.35 -0.02
H -0.35 0.73 -0.18



(2)
This record from OMol25 describes a 2-piece molecular cluster, C4H11NO overall. The level of theory is ωB97M-V with the def2-TZVPD basis set.

Calculated values
largest force on an atom: 1.9 eV/A
net charge: 0
SMILES: CC(N)=O.CC

Each line ends with the Löwdin charge.
CARTESIAN COORDINATES (ANGSTROEM)
H 1.7284 0.3378 2.8882  0.076
H -0.6575 0.2893 -1.7951  0.051
O 1.0733 -1.0103 0.0462  0.038
H 0.4647 -0.8720 2.4547  0.087
H -3.1765 -0.9384 -1.7063  0.053
C -1.7150 0.5869 -1.9568  -0.168
H -3.3698 0.4421 -0.5873  0.059
H 2.2646 -1.2829 2.6390  0.080
H 2.7720 0.7287 -0.5345  0.103
H -1.9118 0.2820 -2.9785  0.051
N 2.5976 0.6282 0.4550  0.144
C 1.5077 -0.5795 2.3253  -0.012
H -2.1600 -0.7555 -0.2631  0.048
C -2.6615 -0.2402 -1.0671  -0.157
H -1.6798 1.6660 -1.8553  0.054
H 3.2335 1.0620 1.0927  0.087
C 1.6901 -0.3444 0.8432  -0.593

Cartesian forces (eV/Å) of the 3 atoms listed first:
H -0.27 -0.14 -0.05
H -0.52 -0.03 0.04
O -0.16 0.05 -0.54



(3)
This record from OMol25 describes a 2-piece molecular cluster, C4H11NO overall. The level of theory is ωB97M-V with the def2-TZVPD basis set.

Calculated values
largest force on an atom: 4.9 eV/A
net charge: 0
SMILES: C=CNCC.O

Each line ends with the Löwdin charge.
CARTESIAN COORDINATES (ANGSTROEM)
H -1.1205 -1.7377 -0.6439  0.118
H 3.1417 0.1555 1.0381  0.015
C -1.8351 -1.4670 1.5329  -0.103
H -2.7766 -0.9802 1.7490  0.039
H -1.2213 -1.3495 2.4612  0.062
C -1.1511 -0.8935 0.1767  -0.230
C 1.3704 0.1561 -0.1299  -0.235
H -0.4391 2.5737 -2.7870  0.033
O -0.1322 3.4978 -2.7890  -0.056
H 3.3824 0.0438 -0.7334  0.046
H -1.6365 0.0582 -0.2687  0.112
C 2.6789 0.0450 0.1102  -0.053
H -0.0762 3.5838 -1.8448  0.016
H 0.6407 -1.1126 1.3367  0.126
N 0.2832 -0.5261 0.5267  -0.106
H 0.9024 0.5916 -1.0813  0.111
H -2.0110 -2.6389 1.3467  0.105

Cartesian forces (eV/Å) of the 3 atoms listed first:
H -0.27 1.66 1.49
H 0.36 -0.97 1.71
C 0.65 -1.93 -1.54



(4)
This record from OMol25 describes a 2-piece molecular cluster, C4H11NO overall. The level of theory is ωB97M-V with the def2-TZVPD basis set.

Calculated values
largest force on an atom: 1.4 eV/A
net charge: 0
SMILES: CC(N)=O.CC

Each line ends with the Löwdin charge.
CARTESIAN COORDINATES (ANGSTROEM)
H 0.9330 -1.9046 -2.5148  0.061
H 1.8284 -0.9189 -1.3301  0.064
C 0.1764 1.6574 1.8076  -0.019
H 0.1140 -0.5263 -1.8921  0.038
C 0.2250 -2.1667 -0.5254  -0.164
H -0.0040 1.3727 -0.7072  0.074
H 0.1694 -1.6447 0.4319  0.050
H 0.3264 0.7626 2.4147  0.085
C -1.0951 1.5469 1.0173  -0.608
H -0.8131 -2.4051 -0.7544  0.065
C 0.8473 -1.2845 -1.6205  -0.168
H 1.0851 1.8530 1.2322  0.072
O -2.1884 1.4471 1.5280  0.045
H 0.1756 2.4645 2.5478  0.085
N -0.9182 1.5551 -0.3334  0.150
H -1.6877 1.2559 -0.9133  0.109
H 0.8258 -3.0644 -0.3883  0.061

Cartesian forces (eV/Å) of the 3 atoms listed first:
H 0.33 0.12 -0.07
H -0.08 0.32 -0.13
C 0.94 0.38 0.85



(5)
This record from OMol25 describes a 2-piece molecular cluster, C4H11NO overall. The level of theory is ωB97M-V with the def2-TZVPD basis set.

Calculated values
largest force on an atom: 2.1 eV/A
net charge: 0
SMILES: CN1CC1.CO

Each line ends with the Löwdin charge.
CARTESIAN COORDINATES (ANGSTROEM)
H -0.6319 -0.8830 2.5003  0.107
C 1.1592 1.2496 0.6658  -0.110
H -1.4610 1.0605 -2.5595  0.073
H -1.3890 0.2932 -0.2446  0.056
C 0.3127 -1.1876 0.5322  -0.092
H -0.4786 -1.8272 0.1721  0.096
H 0.8990 1.9129 -0.1634  0.079
H 1.3132 1.8484 1.5624  0.083
H 2.1111 0.7550 0.4203  0.083
H 1.2817 -1.3806 0.0841  0.099
C -1.1874 0.0609 -2.2005  -0.187
O -1.8177 -0.2336 -0.9807  -0.183
H -1.5221 -0.6755 -2.9345  0.077
N 0.0734 0.3218 0.8795  -0.179
H 1.1813 -0.6509 2.4789  0.108
H -0.0966 0.0095 -2.1243  0.066
C 0.2528 -0.6735 1.9120  -0.178

Cartesian forces (eV/Å) of the 3 atoms listed first:
H 0.02 -0.02 0.05
C 0.44 -0.13 -0.40
H 0.06 -0.04 -0.10



(6)
This record from OMol25 describes a 2-piece molecular cluster, C4H11NO overall. The level of theory is ωB97M-V with the def2-TZVPD basis set.

Calculated values
largest force on an atom: 0.6 eV/A
net charge: 0
SMILES: CC(N)=O.CC

Each line ends with the Löwdin charge.
CARTESIAN COORDINATES (ANGSTROEM)
C -1.8786 -0.9761 -2.8242  -0.163
H 1.8538 -0.7447 0.0343  0.107
O 1.0582 1.6400 0.3531  0.027
H -2.8501 -1.4681 -2.7228  0.059
H 0.8089 1.4801 3.0961  0.088
N 1.3465 -0.5356 0.8768  0.155
C 0.1359 0.9322 2.4313  -0.007
H -0.0223 -1.5564 -1.8449  0.054
C -1.0119 -1.1935 -1.5710  -0.173
H -1.4938 -1.8741 -0.8678  0.061
C 0.8868 0.7155 1.1262  -0.614
H -1.3876 -1.3404 -3.7292  0.057
H -2.0532 0.0878 -3.0133  0.061
H -0.8118 -0.2703 -1.0362  0.040
H 1.1466 -1.2807 1.5195  0.097
H -0.7358 1.5198 2.1555  0.084
H -0.1760 0.0115 2.9148  0.067

Cartesian forces (eV/Å) of the 3 atoms listed first:
C 0.04 0.27 -0.01
H -0.05 0.17 -0.02
O 0.05 -0.17 0.03



(7)
This record from OMol25 describes a 2-piece molecular cluster, C4H11NO overall. The level of theory is ωB97M-V with the def2-TZVPD basis set.

Calculated values
largest force on an atom: 1.9 eV/A
net charge: 0
SMILES: C=CCCN.O

Each line ends with the Löwdin charge.
CARTESIAN COORDINATES (ANGSTROEM)
H 0.6022 5.9422 -2.9464  0.036
O 0.2480 6.7197 -2.4935  -0.063
H 2.1643 -1.0317 0.6878  0.098
C 1.2552 -1.6084 0.4463  -0.285
H 1.7038 -3.3251 1.4033  0.060
H -3.1540 -1.7674 -0.2728  0.050
H 0.3011 0.3317 0.7697  0.103
N 1.0347 -2.5879 1.5193  -0.009
H -2.4157 -0.2646 -0.8838  0.052
C -2.3580 -1.0486 -0.1300  -0.020
H -0.0529 -0.3615 -0.7600  0.097
C 0.0921 -0.6221 0.2855  -0.205
C -1.2760 -1.1787 0.6198  -0.194
H 1.0514 -2.0574 2.3692  0.069
H -1.3004 -1.8541 1.4688  0.083
H 1.5771 -2.0037 -0.5064  0.102
H 0.5271 6.7177 -1.5770  0.027

Cartesian forces (eV/Å) of the 3 atoms listed first:
H 0.01 0.22 0.50
O -0.21 0.09 -0.51
H -0.24 0.31 0.05



(8)
This record from OMol25 describes a 2-piece molecular cluster, C4H11NO overall. The level of theory is ωB97M-V with the def2-TZVPD basis set.

Calculated values
largest force on an atom: 1.8 eV/A
net charge: 0
SMILES: CC[C@@H]1CN1.O

Each line ends with the Löwdin charge.
CARTESIAN COORDINATES (ANGSTROEM)
H 1.7128 1.6879 -0.6183  0.059
N -1.5604 -1.3125 0.5321  0.009
H -0.0967 -0.7652 -1.0340  0.122
C -0.6554 -0.3329 -0.2038  -0.358
C 0.7615 1.8673 -0.1037  -0.099
H 0.8884 2.7265 0.5448  0.053
H -0.5427 1.0839 1.4110  0.118
C -2.1209 -0.2583 -0.3193  -0.190
H 2.0671 -2.3308 0.4469  0.052
C 0.1367 0.6265 0.6363  -0.231
H -1.5671 -2.1966 0.0051  0.083
O 2.1413 -1.5279 -0.0810  -0.045
H 3.0439 -1.5798 -0.4169  0.047
H 0.9421 0.0839 1.1362  0.081
H -2.6296 -0.5576 -1.2796  0.114
H 0.0791 2.2246 -0.9181  0.077
H -2.6003 0.5610 0.2623  0.108

Cartesian forces (eV/Å) of the 3 atoms listed first:
H -0.10 -0.29 0.30
N 0.74 0.23 -0.63
H -0.21 0.10 0.10



Which relative energy (zero: lowest compared OMol25 entry of this formula, charge and spin) belongs to each record? In order, 43.5 7.8 80.2 4.1 61.8 4.2 52.7 44.1 kcal per mole.